Entry 1:
A molecular structure, C41H44BaF3N7O2S2Sb at a distorted geometry, computed with the ωB97M-V functional and the def2-TZVPD basis.

The geometry in ORCA input format:
```
! RIJCOSX wB97M-V def2-TZVPD def2/J DEFGRID3
* xyz -1 1
Ba -0.1949 -0.1232 0.0162
C 3.9497 -0.2749 4.9192
C 3.7962 -1.6560 4.8408
C 2.7616 -2.1967 4.0917
C 1.9127 -1.3392 3.4273
C 2.0554 0.0306 3.4765
C 3.0807 0.5703 4.2449
N 0.8152 -1.8293 2.5868
N 0.3867 -2.9284 2.9315
C -0.6532 -3.4285 2.0059
C -1.6497 -4.1827 2.5834
C -2.6614 -4.6541 1.7611
C -2.5893 -4.3919 0.4051
C -1.5051 -3.6696 -0.0700
N -0.5436 -3.1771 0.7182
H 4.7690 0.1427 5.4926
H 4.4901 -2.3111 5.3521
H 2.6284 -3.2655 3.9948
H 1.3869 0.6764 2.9190
H 3.2099 1.6442 4.2918
H -1.6302 -4.3671 3.6491
H -3.4859 -5.2181 2.1784
H -3.3495 -4.7381 -0.2823
H -1.3992 -3.4712 -1.1317
F 5.7681 -2.1929 0.1188
C 5.6590 -1.5856 -1.0853
F 6.6789 -2.0889 -1.8415
F 5.9311 -0.2785 -0.9202
C 4.3290 -1.8329 -1.7443
C 4.3283 -2.5316 -2.9312
C 3.1378 -2.7955 -3.5919
C 1.9910 -2.3060 -3.0020
N 1.9537 -1.6248 -1.8600
C 3.1065 -1.3798 -1.1692
S 3.0064 -0.5448 0.3367
H 5.2671 -2.8727 -3.3470
H 3.1029 -3.3482 -4.5209
H 1.0325 -2.4688 -3.4838
C -5.1988 -2.5316 5.8651
C -4.6375 -1.8272 4.6561
C -5.4663 -1.3311 3.6535
C -4.9487 -0.6645 2.5486
C -3.5745 -0.5061 2.4346
C -2.7303 -0.9905 3.4277
C -3.2624 -1.6404 4.5274
S -2.8697 0.3106 1.0249
O -3.9307 1.1235 0.4889
O -2.3931 -0.7804 0.1511
N -1.5881 1.0126 1.4884
C -1.5484 2.0655 2.4447
C -2.6683 2.5971 3.0822
C -2.4771 3.5757 4.0404
C -1.1917 4.0000 4.3357
C -0.1476 3.4086 3.6452
N -0.3124 2.4569 2.7280
H -6.2645 -2.7307 5.7493
H -5.0695 -1.9327 6.7697
H -4.6946 -3.4848 6.0387
H -6.5401 -1.4587 3.7438
H -5.5976 -0.2647 1.7808
H -1.6602 -0.8380 3.3466
H -2.5952 -2.0065 5.3021
H -3.6655 2.2809 2.8112
H -3.3321 4.0085 4.5454
H -0.9956 4.7631 5.0757
H 0.8767 3.7123 3.8373
C -1.4513 -2.0633 -4.0614
Sb -1.5984 -0.2738 -2.8374
C -1.5897 1.0276 -4.5292
C -3.7524 -0.4244 -2.7996
H -2.3294 -2.1142 -4.7080
H -1.3892 -2.9769 -3.4673
H -0.5594 -2.0009 -4.6861
H -2.0033 0.4949 -5.3877
H -0.5756 1.3658 -4.7443
H -2.1967 1.9035 -4.2975
H -4.1154 -0.4423 -3.8288
H -4.1881 0.4175 -2.2564
H -4.0388 -1.3455 -2.2880
C 2.7942 1.8103 -3.0802
N 3.2863 2.9783 -2.3772
C 3.4744 4.0978 -3.2639
C 2.5060 3.2581 -1.1603
C 1.0111 3.4334 -1.3678
C 0.5666 4.6334 -1.9295
C -0.7859 4.8661 -2.1736
C -1.6960 3.8782 -1.8243
C -1.2108 2.6957 -1.2587
C 0.1396 2.3693 -1.0041
H 3.5408 1.4657 -3.8029
H 1.8509 1.9989 -3.6215
H 2.6062 1.0066 -2.3693
H 4.2749 3.8814 -3.9792
H 3.7645 4.9851 -2.6948
H 2.5731 4.3521 -3.8498
H 2.9369 4.1482 -0.6876
H 2.6623 2.4123 -0.4908
H 1.2813 5.4168 -2.1719
H -1.1192 5.8021 -2.6103
H -2.7618 4.0338 -1.9682
H -2.0057 1.9924 -0.9580
*
```

Results
* Kohn-Sham gap: 5.89 eV
* highest occupied orbital energy: -4.1 eV
* energy above the lowest of the compared OMol25 structures with the same formula, charge and spin: 358.8 kJ/mol

Atomic partial charges in e from the Mulliken method, atoms 1 to 99: 1.581 -0.514 -0.569 -0.584 -0.356 0.407 -0.696 1.295 -0.803 0.028 -0.348 -0.411 -0.648 -0.282 0.018 0.375 0.360 0.446 0.360 0.406 0.486 0.403 0.434 0.383 -0.244 0.556 -0.338 -0.208 -0.039 -0.396 -0.974 -0.122 0.377 -0.260 -0.124 0.460 0.432 0.053 -1.476 1.104 -0.890 -0.887 -0.408 -0.220 -0.901 1.312 -0.690 -0.282 0.541 -0.283 -0.453 -0.670 -0.598 -0.605 0.050 0.366 0.296 0.337 0.311 0.531 0.446 0.473 0.429 0.411 0.410 0.399 -1.674 1.014 -1.345 -1.449 0.447 0.418 0.428 0.437 0.296 0.379 0.503 0.403 0.344 -0.558 0.219 -1.021 -1.959 0.067 -0.352 -0.853 -1.162 0.080 0.905 0.433 0.170 -0.097 0.298 0.321 0.335 0.653 -0.093 0.384 0.352

Entry 2:
A molecular structure, C41H44N4O2S2SiTm at a distorted geometry, computed with the ωB97M-V functional and the def2-TZVPD basis.

The geometry in ORCA input format:
```
! RIJCOSX wB97M-V def2-TZVPD def2/J DEFGRID3
* xyz 1 3
Tm -0.5983 0.2353 0.4268
N -0.8268 0.7541 2.8502
C -0.1278 1.9033 3.3460
C 0.1993 2.0729 4.6622
C 0.9276 3.2080 5.0761
C 1.2974 4.1627 4.1753
C 0.9706 4.0130 2.8077
C 1.3229 4.9613 1.8208
C 0.9865 4.7346 0.5198
C 0.3385 3.5291 0.1868
N -0.0034 2.6200 1.0702
C 0.2736 2.8651 2.3848
H -0.7994 -0.0135 3.5149
H -1.8095 0.9954 2.6954
H -0.1010 1.3323 5.3912
H 1.1825 3.3155 6.1206
H 1.8458 5.0390 4.4916
H 1.8602 5.8539 2.1125
H 1.2393 5.4325 -0.2642
H 0.1440 3.3009 -0.8519
C -5.6666 -3.3587 -1.1328
C -5.1063 -3.0639 0.2466
N -3.7520 -3.5820 0.4339
C -3.6317 -5.0052 0.7810
C -3.2582 -5.8820 -0.4016
C -2.6587 -2.8456 0.2461
S -2.8326 -1.2163 -0.3129
N -1.4930 -3.4967 0.4175
C -0.3688 -2.9243 0.7495
O -0.2519 -1.7182 1.1885
C 0.8635 -3.7444 0.6395
C 2.1219 -3.1555 0.6597
C 3.2557 -3.9401 0.5266
C 3.1401 -5.3139 0.3871
C 1.8865 -5.9083 0.3714
C 0.7524 -5.1277 0.4918
H -6.6449 -2.8917 -1.2449
H -5.7928 -4.4272 -1.2983
H -5.0083 -2.9622 -1.9050
H -5.7234 -3.5144 1.0264
H -5.0850 -1.9916 0.4312
H -4.6014 -5.2994 1.1838
H -2.9014 -5.1041 1.5844
H -4.0286 -5.8718 -1.1700
H -3.1409 -6.9106 -0.0618
H -2.3201 -5.5584 -0.8458
H 2.2212 -2.0842 0.7600
H 4.2315 -3.4751 0.5259
H 4.0264 -5.9244 0.2883
H 1.7954 -6.9803 0.2649
H -0.2297 -5.5759 0.4784
C 0.0377 4.1659 -4.6619
C -0.8635 3.7863 -3.5285
C -1.0906 2.4414 -3.2312
C -1.8920 2.0730 -2.1691
C -2.4585 3.0619 -1.3716
C -2.2608 4.4048 -1.6533
C -1.4727 4.7576 -2.7396
S -3.3274 2.6639 0.1156
C -4.8267 1.9389 -0.5451
O -2.5888 1.4767 0.7187
H -0.1520 3.5465 -5.5370
H 1.0829 4.0258 -4.3815
H -0.0975 5.2085 -4.9416
H -0.6328 1.6762 -3.8440
H -2.0830 1.0227 -1.9732
H -2.6885 5.1668 -1.0164
H -1.3098 5.8029 -2.9642
H -4.5721 1.0644 -1.1402
H -5.3362 2.6903 -1.1443
H -5.4421 1.6559 0.3045
C 3.9640 1.7465 3.0981
C 3.0100 0.7460 3.0363
C 2.3619 0.4860 1.8346
C 2.6678 1.1743 0.6595
C 3.6357 2.1824 0.7566
C 4.2699 2.4698 1.9536
Si 1.7802 0.8144 -0.9997
C 2.9143 -0.2817 -2.0284
C 2.6735 -0.4491 -3.3939
C 3.4758 -1.2623 -4.1753
C 4.5466 -1.9340 -3.6029
C 4.8057 -1.7804 -2.2512
C 3.9981 -0.9616 -1.4759
H 4.4728 1.9603 4.0285
H 2.7620 0.1735 3.9209
H 1.6216 -0.3200 1.8442
H 3.9038 2.7452 -0.1285
H 5.0195 3.2492 1.9931
H 1.8041 2.1550 -1.6817
H 1.8428 0.0672 -3.8642
H 3.2694 -1.3729 -5.2319
H 5.1785 -2.5685 -4.2090
H 5.6454 -2.2934 -1.8011
H 4.2307 -0.8375 -0.4241
*
```

Results
* Kohn-Sham gap (alpha / beta): 6.89 / 6.86 eV
* ⟨S²⟩: 2.00
* highest occupied orbital energy (alpha / beta): -9.5 / -9.5 eV
* energy above the lowest of the compared OMol25 structures with the same formula, charge and spin: 0.0 kJ/mol

The net atomic charges from Mulliken, expressed in e, are: 0.196 -0.168 -0.064 -0.651 -0.903 -0.809 0.859 -1.166 -1.230 -0.627 0.932 0.446 0.271 0.329 0.475 0.417 0.476 0.459 0.571 0.753 -1.024 -0.852 0.078 -0.644 -1.011 0.459 -0.348 -0.211 -0.253 -0.437 0.366 0.470 -0.933 -0.490 -0.838 -0.321 0.415 0.299 0.257 0.368 0.460 0.411 0.452 0.339 0.340 0.217 0.212 0.449 0.406 0.429 0.449 -1.502 1.023 -0.917 -0.095 0.503 -0.777 -0.866 0.163 -0.976 -0.275 0.395 0.294 0.413 0.378 0.671 0.465 0.411 0.221 0.407 0.453 -0.481 -1.190 -0.202 1.173 -0.842 -0.911 1.269 0.572 -0.586 -0.593 -0.597 -0.674 -0.266 0.429 0.473 0.424 0.473 0.428 -0.311 0.264 0.434 0.368 0.391 0.484